Entry 1:
C9H14 | ωB97M-V with the def2-TZVPD basis set

Last column: Mulliken charge in e.
Atoms and positions in Å:
C: -2.84345 1.52590 1.43444  -1.4030
C: -1.42087 1.24138 1.03773  0.9816
C: -0.90551 1.84007 -0.10888  -0.4368
C: 0.38967 1.55464 -0.52550  -0.4917
C: 1.19022 0.70337 0.21451  -0.5096
C: 0.70096 0.19339 1.40030  -0.4851
C: -0.63400 0.34618 1.76245  -0.4904
H: -3.39464 0.62505 1.70758  0.3405
H: -3.41148 2.02037 0.64611  0.3633
H: -2.90997 2.20367 2.29322  0.2912
H: -1.52712 2.55400 -0.63306  0.3006
H: 0.76012 2.09549 -1.38960  0.3564
H: 2.18557 0.41223 -0.09751  0.4713
H: 1.36983 -0.31461 2.08562  0.3711
H: -0.97666 0.05712 2.75023  0.3344
C: 1.67949 -2.30457 -1.73195  -0.7007
C: 1.60702 -3.59440 -2.53980  -0.9931
H: 1.66792 -2.47516 -0.65433  0.2821
H: 2.62351 -1.78638 -1.91777  0.2774
H: 0.86357 -1.62485 -1.97022  0.2674
H: 1.97820 -3.40791 -3.55167  0.2830
H: 0.59053 -3.97361 -2.64328  0.2976
H: 2.20891 -4.40194 -2.12029  0.2924

HOMO level = -9.03 eV
SMILES = Cc1ccccc1.CC
Electronic energy = -351.31971 Ha
Relative energy (zero: lowest compared OMol25 entry of this formula, charge and spin) = 6.6 kcal per mole
Max |F| = 1.660 eV Å⁻¹
Charge = 0

=====

Entry 2:
C4H22NO11 | ωB97M-V with the def2-TZVPD basis set

Last column: Mulliken charge in e.
Atoms and positions in Å:
C: -2.07873 -0.80271 -0.66491  -0.2771
N: -0.95350 -0.33747 -0.06699  0.4219
C: 0.89866 -1.78786 -0.76607  -1.5172
C: 0.36666 -0.36694 -0.67772  1.8438
C: 1.26285 0.62161 0.06262  -0.0433
O: 0.95119 1.85363 0.08375  -0.7783
O: 2.35176 0.22324 0.53633  -0.7525
O: -2.07801 -1.42278 -1.72502  -0.6267
H: -2.93806 -0.51321 -0.05616  0.3899
H: -1.00459 0.18880 0.81834  0.0322
H: 1.89579 -1.80354 -1.29102  0.2701
H: 0.25669 -2.47433 -1.28286  0.4799
H: 0.97787 -2.24772 0.25114  0.3045
H: 0.40001 0.08083 -1.67869  -0.6749
H: -1.00338 -1.45729 -3.23669  0.3485
H: 0.18796 -1.99290 -3.48105  0.2962
O: -0.17377 -1.12658 -3.74544  -0.6274
H: 1.14619 2.84088 -1.97003  0.2888
H: 0.69031 1.62712 -2.60651  0.4219
O: 0.52482 2.57499 -2.66428  -0.6412
H: 1.78657 -1.46031 2.76483  0.2580
H: 2.85451 -1.33083 1.64074  0.4229
O: 2.53009 -1.91364 2.34960  -0.6641
H: 1.55582 1.87507 2.19713  0.3531
H: 1.75115 0.84763 3.36142  0.3376
O: 1.54865 1.76451 3.16203  -0.6926
H: -2.45097 0.57718 -3.63635  0.3301
H: -2.06897 1.36058 -2.41942  0.3311
O: -2.76248 1.30741 -3.08903  -0.6518
H: -0.65935 -1.87990 2.02483  0.2912
H: -1.39249 -3.14771 1.71668  0.3408
O: -0.87367 -2.73906 2.41835  -0.6853
H: -1.02929 0.63746 3.40081  0.2214
H: -0.05740 0.88689 2.23764  0.1426
O: -0.66177 0.22859 2.61365  -0.5744
H: -0.27733 2.40920 0.82837  0.5098
H: -0.53694 3.88491 1.29056  0.2725
O: -0.93684 3.01424 1.29940  -0.7020

HOMO level = -6.60 eV
Electronic energy = -1048.12320 Ha
Relative energy (zero: lowest compared OMol25 entry of this formula, charge and spin) = 27.8 kcal per mole
Max |F| = 3.326 eV Å⁻¹
Charge = -1

=====

Entry 3:
C15H32N7O3 | ωB97M-V with the def2-TZVPD basis set

Last column: Mulliken charge in e.
Atoms and positions in Å:
C: -2.67428 -5.31051 1.65410  -0.8815
N: -1.84995 -4.36179 0.91014  -0.1478
C: -1.76348 -3.07483 1.22377  0.1675
O: -2.34174 -2.59061 2.18472  -0.6598
C: -0.88012 -2.19512 0.30153  -0.1296
C: -1.49233 -1.93926 -1.08556  -1.0329
C: -2.87828 -1.20693 -1.05419  -0.6890
C: -3.22026 -0.53988 -2.39583  -1.2182
N: -2.31724 0.61378 -2.73535  -0.0423
C: -2.26547 1.32012 -3.83910  0.7349
N: -3.07722 1.10444 -4.81542  -0.3182
N: -1.36616 2.24906 -3.97689  -0.2639
N: -0.67667 -0.91791 0.93828  -0.0195
C: 0.32045 -0.06983 0.63706  -0.3536
O: 1.22185 -0.38779 -0.15115  -0.6830
C: 0.30214 1.28761 1.31170  0.3574
C: 0.93128 1.21236 2.66733  -1.5478
C: 2.29540 0.55403 2.82169  -0.4484
C: 3.54585 1.24917 2.23399  -0.4593
C: 4.87036 0.56013 2.55443  -0.6957
N: 6.00608 1.28178 1.95172  -0.5988
N: 0.97779 2.33277 0.54465  -0.2238
C: 0.65157 2.66749 -0.68749  0.8365
C: 1.59432 3.61066 -1.40053  -1.2346
O: -0.35176 2.25815 -1.29907  -0.8886
H: -2.70132 -6.27742 1.15048  0.3326
H: -3.68478 -4.96286 1.76859  0.2946
H: -2.24580 -5.41456 2.64334  0.3105
H: -1.28647 -4.73425 0.12041  0.3027
H: 0.09203 -2.71109 0.11117  0.5009
H: -0.83253 -1.27779 -1.66605  0.3857
H: -1.52372 -2.86150 -1.65062  0.5635
H: -2.88228 -0.45226 -0.25789  0.3242
H: -3.61698 -1.96475 -0.79714  0.4646
H: -3.13473 -1.27786 -3.17728  0.5023
H: -4.22347 -0.20560 -2.41586  0.5895
H: -1.62755 0.90310 -2.01162  0.3451
H: -3.75106 0.37404 -4.76580  0.1998
H: -3.04054 1.69289 -5.58285  0.1688
H: -1.28890 2.86258 -4.76579  0.1863
H: -0.80036 2.41516 -3.14862  0.2417
H: -1.32808 -0.66720 1.62745  0.3912
H: -0.76787 1.51002 1.36743  0.6449
H: 0.93656 2.20541 3.13827  0.5219
H: 0.26641 0.60692 3.26107  0.5060
H: 2.21579 -0.45132 2.36847  0.1289
H: 2.43130 0.50431 3.90034  0.5146
H: 3.58559 2.29332 2.62157  0.2490
H: 3.51839 1.18529 1.15042  0.2506
H: 4.79464 -0.49137 2.17333  0.4368
H: 5.00820 0.60360 3.63614  0.3181
H: 6.73416 0.55326 1.90008  0.2429
H: 6.28731 2.10881 2.49610  0.2270
H: 1.77949 2.72179 0.95789  0.2773
H: 1.06472 4.54003 -1.64264  0.3113
H: 2.43758 3.82526 -0.74588  0.3810
H: 2.02216 3.13698 -2.25900  0.3258

HOMO level = -11.00 eV
SMILES = CNC(=O)[C@@H](CCCNC(N)=[NH2+])NC(=O)[C@@H](CCCCN)NC(C)=O
Electronic energy = -1199.66838 Ha
Relative energy (zero: lowest compared OMol25 entry of this formula, charge and spin) = 2.1 kcal per mole
Max |F| = 2.865 eV Å⁻¹
Charge = +1